Record 1
Computed, not measured: one molecule with the formula C8H15N3O4 at a distorted geometry, with the ωB97M-V functional and the def2-TZVPD basis.

Geometry as XYZ:
```
30
Properties=species:S:1:pos:R:3:forces:R:3:mulliken_charge:R:1
C 1.87319 -1.72836 -1.37048 0.502 0.762 -1.828 -1.567
C 1.64202 -0.80479 -0.18871 0.117 -0.653 -0.151 0.517
N 0.59245 0.21870 -0.53308 0.995 -1.074 0.623 -0.320
C -0.04147 0.94033 0.43983 -0.877 -0.122 -1.935 0.566
O 0.35952 0.99827 1.57494 0.367 0.168 1.507 -0.740
C -1.20314 1.81738 -0.06505 -0.119 -0.676 -0.283 -0.021
N -0.69933 2.80843 -1.00517 0.533 0.359 -0.243 -0.725
C -2.39187 1.06416 -0.70140 0.948 0.918 -1.179 -0.884
C -3.03790 0.03004 0.18316 -1.072 1.001 -0.244 -0.780
C -2.40261 -1.32730 0.11621 0.399 -0.352 0.890 0.592
N -2.83123 -2.19558 1.08236 -0.213 0.435 -0.375 -0.416
O -1.52228 -1.62839 -0.67632 -0.535 -0.051 0.062 -0.603
C 3.00966 -0.19656 0.26756 1.375 -0.891 0.359 0.504
O 4.09786 -0.67625 -0.03316 -2.094 0.775 0.103 -0.591
O 2.92609 0.80557 1.14912 0.585 -0.411 -0.845 -0.531
H 2.27789 -1.13082 -2.20703 -0.039 -0.137 0.190 0.388
H 2.63637 -2.49202 -1.20651 -0.265 0.153 0.422 0.382
H 0.96863 -2.18644 -1.78198 -0.090 -0.005 0.563 0.398
H 1.32528 -1.55235 0.57244 -0.187 1.156 0.341 0.069
H 0.02059 -0.11369 -1.30116 -0.073 0.238 0.149 0.431
H -1.64089 2.34640 0.77634 0.365 0.065 0.370 0.405
H -0.03685 3.42534 -0.53360 -0.272 -0.061 -0.057 0.301
H -0.14717 2.37746 -1.75330 -0.406 0.013 0.299 0.338
H -3.06027 1.91847 -0.95984 0.099 -0.913 0.087 0.341
H -2.05823 0.59974 -1.66040 -0.354 0.299 0.562 0.284
H -3.09361 0.44867 1.20341 0.055 -0.572 -0.137 0.380
H -4.08568 -0.06178 -0.16324 0.334 -0.210 0.280 0.476
H -3.62510 -1.97388 1.68666 0.659 -0.313 -0.475 0.211
H -2.47444 -3.13082 0.98687 -0.203 -0.159 0.302 0.265
H 1.98356 0.94205 1.32932 -0.534 0.257 0.642 0.329
```
Forces are in eV/Å.

strongest force on any atom = 0.0435 hartree/bohr
total energy = -21201.148 eV
SMILES = C[C@H](NC(=O)[C@@H](N)CCC(N)=O)C(=O)O

---

Record 2
Computed, not measured: C19H38Cl2FNO3PPtSi3 as an isolated structure, with the ωB97M-V functional and the def2-TZVPD basis.

Geometry as XYZ:
```
69
Properties=species:S:1:pos:R:3:forces:R:3:mulliken_charge:R:1
Pt -0.04116 1.05416 -0.07390 0.001 -0.107 0.060 1.105
C -0.99813 -2.95756 -1.27901 -0.046 0.039 -0.003 -0.858
Si -1.48012 -1.94268 0.24379 0.008 -0.075 -0.027 0.429
C -1.94762 -3.28034 1.51034 0.019 0.036 0.015 -1.127
C -3.11708 -1.06241 -0.10524 0.003 0.021 0.038 -0.892
C -0.12956 -0.83424 0.87793 0.072 0.059 -0.079 0.207
Si 1.60720 -1.54299 0.62688 -0.003 0.004 0.052 0.687
C 1.70064 -3.33261 1.27962 0.016 0.028 -0.027 -1.181
C 2.95557 -0.62244 1.54653 -0.048 -0.016 -0.018 -0.989
C 2.11421 -1.61089 -1.18439 -0.002 0.000 0.013 -0.915
Si -0.44979 -0.32798 2.62056 -0.028 0.015 -0.002 -0.644
C -2.20342 0.24639 3.00162 0.010 -0.021 -0.030 -1.175
C 0.02891 -1.51759 4.00738 -0.003 0.017 -0.018 -1.149
C 0.64990 1.19738 2.78396 -0.161 -0.027 -0.099 0.547
C 1.32892 1.65519 3.90065 -0.002 -0.028 0.050 -0.748
C 2.19646 2.73053 3.78904 0.028 0.040 -0.055 -0.298
C 2.36784 3.31932 2.54942 -0.003 -0.073 0.097 -0.857
C 1.67288 2.82226 1.45858 -0.098 0.158 -0.007 0.475
N 0.81122 1.80600 1.58895 0.033 -0.038 -0.148 0.058
H -1.88701 -3.43947 -1.69933 -0.002 0.011 -0.012 0.387
H -0.29469 -3.74615 -1.00938 0.014 -0.036 0.028 0.270
H -0.51943 -2.34859 -2.04345 -0.030 0.029 -0.035 -0.018
H -2.70004 -3.94966 1.08117 0.000 0.007 -0.018 0.383
H -2.37564 -2.85168 2.42043 0.000 -0.007 0.001 0.251
H -1.08495 -3.88555 1.79703 0.000 0.001 0.005 0.303
H -3.73494 -1.66496 -0.77905 -0.002 0.000 -0.001 0.401
H -2.94673 -0.08276 -0.55097 -0.021 -0.024 0.005 0.037
H -3.68176 -0.92045 0.81914 0.009 -0.006 -0.006 0.388
H 1.43037 -3.39750 2.33677 0.000 0.010 -0.006 0.249
H 2.73376 -3.68176 1.18248 -0.003 -0.001 -0.005 0.380
H 1.06665 -4.03021 0.73019 -0.031 -0.028 -0.019 0.285
H 2.79058 -0.53552 2.62215 -0.008 0.009 0.041 0.250
H 3.04663 0.36490 1.07408 0.026 0.004 -0.009 0.145
H 3.89751 -1.16056 1.39648 -0.009 -0.032 -0.010 0.461
H 1.76739 -2.51838 -1.68577 0.000 0.037 -0.008 0.327
H 3.20544 -1.57656 -1.23849 0.006 -0.034 0.015 0.507
H 1.75783 -0.72287 -1.70822 -0.003 0.028 0.020 -0.030
H -2.91263 -0.58384 3.03678 0.001 0.004 0.000 0.291
H -2.53924 0.95629 2.24358 0.004 -0.004 0.002 0.271
H -2.21953 0.74256 3.97604 -0.002 0.001 0.004 0.405
H -0.50157 -2.46613 3.89958 -0.003 0.001 0.009 0.356
H -0.23499 -1.09942 4.98345 0.007 0.010 0.001 0.412
H 1.09905 -1.73325 4.00455 0.007 0.020 -0.008 0.328
H 1.19689 1.14017 4.84430 -0.008 0.012 0.004 0.365
H 2.74478 3.09000 4.65189 -0.009 0.007 0.004 0.410
H 3.05335 4.14160 2.40003 -0.002 0.004 -0.004 0.456
H 1.79764 3.21765 0.46872 0.025 -0.027 -0.027 -0.148
Cl 2.80775 4.90921 -1.65355 -0.024 0.002 -0.015 -0.187
C 1.08010 4.77580 -2.03284 0.061 -0.035 0.045 0.007
Cl 0.71347 5.55101 -3.59616 -0.018 0.000 -0.022 -0.230
C 0.65378 3.28392 -2.02556 -0.105 0.046 -0.011 0.526
O 0.89136 2.59314 -3.00371 0.022 0.027 0.064 -0.676
O 0.01168 3.00945 -0.96229 0.102 -0.043 0.073 -0.834
H 0.53897 5.32676 -1.27428 -0.002 -0.011 0.004 0.300
F 2.60671 1.55084 -0.44978 0.141 0.025 -0.178 -0.817
C -1.97309 1.99939 -3.72804 0.073 0.036 -0.058 -1.009
P -1.25634 0.41569 -3.26693 0.044 0.150 -0.062 1.529
C 0.11060 0.05554 -4.36866 0.010 0.009 0.049 -1.260
C -2.57377 -0.74447 -3.69259 0.035 -0.021 0.005 -1.085
O -0.90201 0.25437 -1.82101 -0.053 -0.087 0.271 -1.111
H -2.32536 1.93688 -4.76001 -0.031 0.001 0.017 0.455
H -1.22484 2.78349 -3.65127 -0.017 -0.022 0.006 0.147
H -2.81485 2.21476 -3.06983 0.005 -0.023 0.030 0.310
H -0.17596 0.20367 -5.41075 -0.016 -0.005 -0.002 0.439
H 0.42681 -0.97674 -4.21303 -0.022 -0.012 0.013 0.352
H 0.91849 0.73335 -4.09448 0.002 -0.023 -0.035 0.305
H -2.82810 -0.64432 -4.74905 -0.003 -0.005 0.005 0.456
H -3.45084 -0.52452 -3.08373 0.006 0.004 0.001 0.310
H -2.25618 -1.76463 -3.48935 0.025 -0.038 0.017 0.276
```
Forces are in eV/Å.

strongest force on any atom = 0.0056 hartree/bohr
total energy = -91890.650 eV
charge = -1

---

Record 3
Computed, not measured: a 2-piece molecular cluster, C6H12O overall, with the ωB97M-V functional and the def2-TZVPD basis.

Geometry as XYZ:
```
19
Properties=species:S:1:pos:R:3:forces:R:3:mulliken_charge:R:1
C -0.41179 1.27062 -1.49823 0.002 -0.065 -0.048 -1.077
C -1.09672 1.33836 -0.16364 -0.143 -0.090 0.086 -0.234
C -1.74106 0.35967 0.48295 0.065 0.149 -0.055 0.015
C -1.91031 -1.07113 0.05642 0.016 -0.036 -0.082 -1.101
H 0.66049 1.47989 -1.39815 -0.158 -0.021 0.007 0.279
H -0.52397 0.29962 -1.98815 0.015 0.143 0.087 0.255
H -0.82646 2.03444 -2.16635 0.070 -0.105 0.088 0.360
H -1.05203 2.31246 0.32508 -0.067 -0.129 -0.069 0.337
H -2.19617 0.61173 1.44169 0.077 -0.017 -0.126 0.351
H -1.41569 -1.29450 -0.89299 -0.088 0.049 0.138 0.249
H -2.97224 -1.32180 -0.04882 0.140 0.047 0.023 0.347
H -1.49925 -1.74566 0.81776 -0.066 0.090 -0.105 0.295
C 3.06912 -0.99315 0.56508 -0.138 0.056 0.030 -0.890
C 1.78822 -0.63748 0.58070 0.258 -0.225 -0.159 0.351
O 1.29869 0.27282 1.45902 -0.044 -0.014 0.018 -0.533
H 3.42841 -1.73620 -0.13632 -0.098 0.116 0.075 0.258
H 3.76923 -0.54522 1.26283 -0.055 -0.078 -0.082 0.276
H 1.06187 -1.06715 -0.11337 0.130 0.085 0.139 0.166
H 0.36854 0.44184 1.24300 0.084 0.046 0.033 0.297
```
Forces are in eV/Å.

strongest force on any atom = 0.0073 hartree/bohr
total energy = -8462.734 eV
SMILES = C/C=C\C.C=CO